The following is a DFT calculation (the ωB97M-V functional and the def2-TZVPD basis) of C38H36N8O4SeSr as an isolated structure.

Summary:
* HOMO: -7.09 eV
* DFT total energy: -126289.28117 eV
* max |F|: 0.5 eV/Å

ORCA input file:
```
! RIJCOSX wB97M-V def2-TZVPD def2/J DEFGRID3
* xyz 0 1
Sr 0.08242 0.80882 -0.34535
O 3.43943 -3.04037 -3.68930
C 2.78665 -3.83987 -2.83470
C 3.02379 -5.21469 -2.93527
C 2.38814 -6.10205 -2.09471
C 1.48996 -5.64578 -1.13062
C 1.26175 -4.29032 -1.02382
C 1.90085 -3.36268 -1.85153
C 1.58488 -1.92097 -1.65880
O 0.86475 -1.57519 -0.68231
N 2.09865 -1.09931 -2.57868
N 1.72263 0.19298 -2.38205
C 2.14248 1.08101 -3.19390
C 1.74220 2.48888 -3.01828
C 2.23860 3.46330 -3.87795
C 1.85845 4.78171 -3.69142
C 0.99785 5.09554 -2.65272
C 0.54558 4.06301 -1.84369
N 0.89772 2.79438 -2.02053
H 3.15921 -2.11099 -3.47736
H 3.71926 -5.55430 -3.69111
H 2.58642 -7.16223 -2.19176
H 0.97529 -6.34566 -0.48518
H 0.55880 -3.90234 -0.29851
H 2.80606 0.82560 -4.02065
H 2.91648 3.18234 -4.67296
H 2.23473 5.55583 -4.34751
H 0.68025 6.11129 -2.46595
H -0.12417 4.26213 -1.01288
O -1.01517 1.95543 1.42542
C -0.89634 3.04462 2.11079
C -2.05828 3.65776 2.65101
C -2.01104 4.83524 3.35601
C -0.79109 5.48174 3.57424
C 0.35639 4.89950 3.08277
C 0.34845 3.68969 2.37208
C 1.62640 3.11422 1.93637
N 1.83921 2.08745 1.12711
C 3.20685 1.92795 1.03189
C 3.83241 2.85162 1.79950
N 2.82383 3.59713 2.36864
H -2.99876 3.15248 2.46809
H -2.92840 5.26674 3.73908
H -0.74339 6.41807 4.11271
H 1.29110 5.42469 3.24618
H 3.63933 1.13132 0.45031
H 4.87117 3.03534 2.00605
H 2.94954 4.33392 3.03716
O -1.50781 -1.57943 0.59353
C -2.56385 -2.08627 -0.20378
C -3.79949 -1.24516 0.04138
C -3.60497 0.22354 -0.35550
C -3.23715 0.36866 -1.80975
C -4.15700 0.05097 -2.80810
C -3.79186 0.16313 -4.13371
C -2.50884 0.59351 -4.44309
C -1.65543 0.89006 -3.40124
N -1.99917 0.78251 -2.11077
H -0.66134 -1.90644 0.23862
H -2.76485 -3.12694 0.07569
H -2.27845 -2.06861 -1.26367
H -4.05106 -1.30335 1.10265
H -4.63588 -1.68236 -0.51181
H -2.84037 0.68339 0.27192
H -4.52869 0.77887 -0.17283
H -5.15032 -0.27849 -2.53209
H -4.49585 -0.08119 -4.91889
H -2.17448 0.69557 -5.46580
H -0.64415 1.22548 -3.59630
C 0.98610 -0.04344 3.60289
N 0.86562 -1.40340 3.11776
C 1.84749 -2.13314 2.52117
Se 3.55293 -1.63275 2.11552
N 1.31680 -3.35906 2.28227
C 0.00725 -3.43172 2.72573
C -0.95019 -4.42872 2.66663
C -2.20305 -4.12854 3.18512
C -2.48306 -2.87651 3.73471
C -1.52356 -1.87544 3.78184
C -0.27723 -2.17900 3.26454
H 1.97329 0.32146 3.33056
H 0.87300 -0.02793 4.68784
H 0.22245 0.58242 3.14104
H 1.85051 -4.06879 1.80980
H -0.73424 -5.39821 2.23696
H -2.97836 -4.88314 3.16173
H -3.47166 -2.68126 4.12900
H -1.74438 -0.89534 4.18250
*
```